Here is C20H18ClN3ORuS2 as an isolated structure at a distorted geometry from the Open Molecules 2025 dataset. Energies are from the ωB97M-V functional and the def2-TZVPD basis.

The calculation puts the HOMO-LUMO gap (spin up / spin down) at 0.243 / 0.251 Eh. Its spin multiplicity is 2. Its net charge is +1. The total energy comes out at -2363.70393 a.u. Its energy above the lowest of the compared OMol25 structures with the same formula, charge and spin is 128.1 kJ/mol.

CARTESIAN COORDINATES (ANGSTROEM)
1 Ru -0.3239 -0.6147 -0.4277
2 Cl 5.4159 3.9020 -0.7133
3 C 4.2634 2.6024 -0.7153
4 C 4.7181 1.2700 -0.7768
5 C 3.8323 0.2343 -0.7471
6 C 2.4356 0.4548 -0.6594
7 O 1.6631 -0.5866 -0.5632
8 C 1.9808 1.8037 -0.6472
9 C 0.6155 2.2027 -0.6187
10 N -0.4190 1.4302 -0.6773
11 C -1.7668 1.9319 -0.6923
12 C -2.1365 3.2391 -0.7755
13 C -3.5014 3.6121 -0.7435
14 C -4.4776 2.6686 -0.6656
15 C -4.1288 1.2962 -0.6194
16 C -5.0917 0.2583 -0.5876
17 C -4.6843 -1.0367 -0.5361
18 C -3.3028 -1.3184 -0.4998
19 N -2.3846 -0.3886 -0.5388
20 C -2.7757 0.9346 -0.6143
21 C 2.9349 2.8592 -0.6538
22 H 5.7816 1.0758 -0.8352
23 H 4.1766 -0.7914 -0.7791
24 H 0.4556 3.2781 -0.5388
25 H -1.3893 4.0154 -0.8733
26 H -3.7640 4.6606 -0.7859
27 H -5.5234 2.9482 -0.6460
28 H -6.1454 0.5091 -0.6088
29 H -5.3917 -1.8532 -0.5210
30 H -2.9473 -2.3382 -0.4405
31 H 2.5922 3.8867 -0.6132
32 S -0.3838 -0.5386 1.9217
33 C 0.9397 -1.6394 2.1178
34 N 0.8320 -2.9361 2.0101
35 C 2.0690 -3.7170 2.0268
36 C 3.1024 -2.8432 2.7430
37 S 2.5074 -1.1282 2.5668
38 H -0.0498 -3.3359 1.7211
39 H 2.3718 -3.9354 1.0019
40 H 1.9081 -4.6560 2.5506
41 H 4.0868 -2.9190 2.2913
42 H 3.1728 -3.0652 3.8053
43 C -0.3257 -2.5925 -1.0585
44 H -0.8422 -2.6595 -2.0223
45 H -0.8148 -3.2855 -0.3655
46 H 0.7148 -2.8945 -1.1954

***

Here is a 4-piece molecular cluster, C20H18F3N overall from the Open Molecules 2025 dataset. Energies are from the ωB97M-V functional and the def2-TZVPD basis.

The calculation puts the HOMO-LUMO gap at 0.366 Eh. The total energy comes out at -1127.25224 a.u. Its energy above the lowest of the compared OMol25 structures with the same formula, charge and spin is 0.0 kJ/mol.

CARTESIAN COORDINATES (ANGSTROEM)
1 F 24.1738 10.4189 -7.2999
2 C 23.4602 11.0561 -8.2533
3 C 24.0514 12.0892 -8.9442
4 C 23.3143 12.7348 -9.9305
5 C 22.0071 12.3528 -10.2093
6 C 21.4303 11.3270 -9.4805
7 C 22.1588 10.6713 -8.4891
8 H 25.0716 12.3914 -8.7517
9 H 23.7719 13.5574 -10.4650
10 H 21.4621 12.8569 -10.9963
11 H 20.4077 11.0309 -9.6728
12 H 21.6973 9.8576 -7.9443
13 F 18.5127 10.9101 -1.6019
14 C 18.6138 10.6821 -0.2760
15 C 17.5150 10.2084 0.4118
16 C 17.6236 9.9976 1.7787
17 C 18.8205 10.2567 2.4323
18 C 19.9154 10.7114 1.7033
19 C 19.8227 10.9264 0.3451
20 H 16.5847 10.0536 -0.1193
21 H 16.7587 9.6404 2.3219
22 H 18.8909 10.1253 3.5031
23 H 20.8448 10.9117 2.2223
24 H 20.6672 11.2858 -0.2278
25 F 19.9246 7.7038 -2.2585
26 C 21.2682 7.8296 -2.3290
27 C 21.9379 7.2953 -3.4093
28 C 23.3201 7.4462 -3.4568
29 C 24.0008 8.0968 -2.4456
30 C 23.2952 8.6148 -1.3618
31 C 21.9146 8.4900 -1.3035
32 H 21.3988 6.7934 -4.2003
33 H 23.8633 7.0357 -4.2987
34 H 25.0769 8.1888 -2.4985
35 H 23.8512 9.0878 -0.5623
36 H 21.3627 8.8141 -0.4318
37 C 20.6783 10.7482 -4.2079
38 C 20.1346 9.9860 -5.3269
39 N 19.7233 9.3943 -6.2184
40 H 21.2086 10.1001 -3.5197
41 H 19.8711 11.3215 -3.7575
42 H 21.3871 11.4743 -4.6158

***

Here is a 2-piece molecular cluster, C20H18F3N3O5S2 overall at a distorted geometry from the Open Molecules 2025 dataset. Energies are from the ωB97M-V functional and the def2-TZVPD basis.

The calculation puts the HOMO-LUMO gap at 0.306 Eh. The total energy comes out at -2409.24989 a.u. Its energy above the lowest of the compared OMol25 structures with the same formula, charge and spin is 36.6 kJ/mol.

CARTESIAN COORDINATES (ANGSTROEM)
1 C -0.1498 -2.6290 3.0530
2 O -0.0980 -1.2736 2.5258
3 C -1.1730 -0.4377 2.4558
4 C -0.8437 0.9212 2.5388
5 N 0.5505 1.2182 2.5537
6 C 1.4147 0.7873 1.5372
7 N 2.6340 0.8386 2.2185
8 C 3.8636 0.2592 1.7661
9 C 2.5702 1.4687 3.4778
10 C 1.2545 1.6905 3.6941
11 C -1.8174 1.8724 2.9656
12 O -1.3429 3.1223 3.2418
13 C -2.1010 4.3024 2.9208
14 C -3.1824 1.4938 3.0793
15 C -3.5038 0.1553 2.8086
16 C -2.5310 -0.8280 2.5053
17 H 0.9040 -2.8510 3.2738
18 H -0.7266 -2.7360 3.9788
19 H -0.5645 -3.3316 2.3053
20 H 3.6180 -0.5301 1.0445
21 H 4.5452 1.0024 1.3128
22 H 4.4011 -0.1828 2.6246
23 H 3.4593 1.6108 4.1094
24 H 0.7394 2.0235 4.5837
25 H -1.3352 5.0765 2.9189
26 H -2.5726 4.2407 1.9395
27 H -2.8680 4.5183 3.6667
28 H -3.9535 2.2277 3.4027
29 H -4.5511 -0.1347 2.8923
30 H -2.7930 -1.8806 2.3977
31 F 1.9026 -2.0450 0.6210
32 C 1.1337 -1.9525 -0.5090
33 F 1.7920 -2.6126 -1.5080
34 F -0.0302 -2.6208 -0.2885
35 S 0.7584 -0.2157 -0.8291
36 N 0.4331 -0.5959 -2.5065
37 C 1.4306 -0.4473 -3.4725
38 O 2.5753 -0.0846 -3.3038
39 C 0.7941 -0.8401 -4.7513
40 C -0.5813 -0.9288 -4.7106
41 C -1.3095 -1.0780 -5.8902
42 C -0.5999 -1.2008 -7.1028
43 C 0.8069 -1.0756 -7.1593
44 C 1.4890 -0.8506 -5.9639
45 S -1.2116 -0.5194 -3.0933
46 O -1.9392 -1.5818 -2.4565
47 O -1.6377 0.8517 -2.9974
48 H -2.3968 -1.0681 -5.8235
49 H -1.1540 -1.3471 -8.0246
50 H 1.3369 -1.1373 -8.1230
51 H 2.5605 -0.6643 -5.8999

***

Here is C20H18N3O5RuS3 as an isolated structure from the Open Molecules 2025 dataset. Energies are from the ωB97M-V functional and the def2-TZVPD basis.

The calculation puts the HOMO-LUMO gap (spin up / spin down) at 0.253 / 0.246 Eh. Its spin multiplicity is 2. Its net charge is +2. The total energy comes out at -2602.44019 a.u. Its energy above the lowest of the compared OMol25 structures with the same formula, charge and spin is 54.9 kJ/mol.

CARTESIAN COORDINATES (ANGSTROEM)
1 Ru 0.1666 -1.1117 0.5867
2 O 4.3152 -3.3215 0.8998
3 C 3.2253 -2.5847 0.8946
4 O 2.1919 -2.8383 0.3231
5 C 3.3346 -1.3328 1.7030
6 C 4.4688 -0.9661 2.4142
7 C 4.4366 0.2060 3.1486
8 C 3.2738 0.9628 3.1479
9 C 2.1955 0.5118 2.4069
10 N 2.2173 -0.6141 1.6892
11 C 0.8817 1.1938 2.2924
12 O 0.6117 2.3271 2.8808
13 O 0.0132 0.6800 1.6003
14 H 4.1803 -4.1289 0.3766
15 H 5.3472 -1.5950 2.3894
16 H 5.2992 0.5252 3.7171
17 H 3.2294 1.8788 3.7226
18 H 1.3309 2.6561 3.4380
19 S -0.7762 -2.2035 2.4889
20 C -2.1598 -1.5657 1.6930
21 N -1.8166 -0.9966 0.5478
22 C -2.8908 -0.5300 -0.1947
23 C -2.8702 0.0085 -1.4773
24 C -4.0746 0.3863 -2.0381
25 C -5.2784 0.2286 -1.3451
26 C -5.3073 -0.3318 -0.0829
27 C -4.0985 -0.7178 0.4847
28 S -3.8384 -1.5185 2.0207
29 H -1.9381 0.0949 -2.0195
30 H -4.0904 0.7980 -3.0383
31 H -6.2060 0.5317 -1.8103
32 H -6.2433 -0.4755 0.4395
33 C 0.2232 -3.2996 -1.8387
34 O -0.2663 -2.8179 -0.5614
35 H -0.4891 -4.0336 -2.2070
36 H 1.2119 -3.7308 -1.7237
37 H 0.2493 -2.4426 -2.5028
38 H -0.3914 -3.5529 0.0543
39 S 1.0252 -0.0136 -1.3974
40 C 0.4081 1.5693 -1.6688
41 N 0.9722 2.2462 -2.7006
42 C 0.6148 3.4894 -3.0954
43 C -0.3763 4.1522 -2.4361
44 C -0.9961 3.5011 -1.3614
45 C -0.6145 2.2358 -0.9797
46 H 1.7072 1.7700 -3.2107
47 H 1.1550 3.8925 -3.9394
48 H -0.6664 5.1438 -2.7472
49 H -1.7937 3.9979 -0.8240
50 H -1.1039 1.7358 -0.1599

***

- What is the formula in the second record?
  C20H18F3N